(1)
47
Properties=species:S:1:pos:R:3:mulliken_spin:R:1 method="wB97M-V/def2-TZVPD" de_lowest_kj_mol=0.00 s_squared=6.02 total_charge=-2 e_homo_ev="0.7 / 0.6" multiplicity=5 energy_ev=-115323.616 gap_ev="3.208 / 3.345" mol_weight_g_mol=577.13
Fe 0.02107 1.36703 1.48504 3.650
C -4.27884 0.06352 -2.82185 0.000
C -3.29507 1.18725 -2.48230 0.002
S -2.42967 1.06515 -0.91267 0.011
C -1.45619 -0.42358 -1.21922 0.031
C -2.04173 -1.76903 -0.75839 -0.002
S -2.93169 -1.69542 0.81373 0.006
C -4.67158 -2.07784 0.43228 0.000
C -5.23342 -1.91718 -0.97878 0.000
S -5.56623 -0.24778 -1.58854 0.001
H -3.74231 -0.87156 -2.99348 0.000
H -4.79055 0.31327 -3.75549 0.000
H -3.82776 2.13928 -2.43415 0.000
H -2.57696 1.25708 -3.30749 -0.001
H -0.50582 -0.25375 -0.71090 -0.014
H -1.23122 -0.47917 -2.28889 -0.002
H -1.22338 -2.48087 -0.63523 0.001
H -2.70398 -2.17582 -1.52213 0.000
H -5.23045 -1.42867 1.10885 0.001
H -4.87660 -3.11199 0.72516 0.000
H -6.20097 -2.42565 -0.98645 0.000
H -4.62236 -2.43148 -1.72176 0.000
S 2.31650 1.43386 2.56029 0.061
C 3.24400 2.26457 1.32208 -0.016
C 4.50732 2.78392 1.63477 -0.001
C 5.29417 3.45728 0.71418 0.004
C 4.82503 3.62817 -0.58327 0.000
C 3.58275 3.11448 -0.92103 0.002
C 2.77202 2.43546 -0.00543 0.002
S 1.22294 1.80941 -0.59164 0.046
H 4.86557 2.64457 2.64918 0.000
H 6.26344 3.84706 1.00910 0.001
H 5.41689 4.15737 -1.32331 0.000
H 3.20554 3.23408 -1.93081 0.001
C 3.26860 -2.24673 2.38350 -0.002
N 2.06619 -2.02218 1.59266 0.004
C 2.33053 -1.48289 0.26196 0.001
C 0.99625 -1.56303 2.28008 0.021
O 0.09990 -0.84812 1.87245 -0.032
H 3.95454 -2.87931 1.81804 -0.001
H 3.01500 -2.75494 3.31481 0.000
H 3.74864 -1.28781 2.60444 0.003
H 3.06370 -2.13120 -0.22185 0.000
H 2.69361 -0.45850 0.33820 0.008
H 1.41375 -1.46642 -0.32047 0.002
H 0.94311 -1.97161 3.30053 0.004
Te -1.69427 2.69974 2.79420 0.207



(2)
16
Properties=species:S:1:pos:R:3:mulliken_spin:R:1 method="wB97M-V/def2-TZVPD" de_lowest_kj_mol=0.00 s_squared=2.00 e_homo_ev="-5.6 / -10.5" multiplicity=3 energy_ev=-4996.349 gap_ev="6.501 / 7.171" mol_weight_g_mol=69.94
B 1.39608 -1.21670 -0.22256 1.073
C -1.60736 -0.15567 -0.54305 0.062
C 0.82560 1.36551 -0.17775 0.015
C -0.88084 -0.32435 0.79089 0.036
C 0.60819 0.09525 0.66661 0.558
H 1.48995 -2.29801 0.13327 0.006
H 1.97031 -0.95551 -1.32370 0.096
H -2.60326 -0.74868 -0.46100 -0.006
H -1.05533 -0.62868 -1.24694 -0.032
H -1.71429 0.81309 -0.92238 0.001
H 0.14752 1.55950 -0.89260 0.014
H 1.81192 1.18099 -0.64466 0.028
H 0.75419 2.21773 0.43562 0.026
H -1.25511 0.35157 1.64110 0.065
H -1.07001 -1.30097 1.21028 0.017
H 1.18247 0.04494 1.55687 0.040



(3)
41
Properties=species:S:1:pos:R:3:mulliken_charge:R:1 method="wB97M-V/def2-TZVPD" de_lowest_kj_mol=138.31 smiles="NC(=O)C[C@H](NC(=O)[C@@H](N)Cc1c[nH]c2ccccc12)C(=O)O" e_homo_ev=-8.3 energy_ev=-29998.563 gap_ev=8.705 mol_weight_g_mol=318.33
C 0.29840 -1.19755 0.15950 0.422
C 1.47799 -1.46354 1.05048 -0.029
C -1.00557 -1.69622 0.86428 -1.233
C -2.28452 -1.23193 0.20438 0.400
C -3.07293 -1.98531 -0.61334 -0.731
C -2.92027 0.09446 0.29313 0.886
C -4.08340 0.01085 -0.54398 -0.490
C -2.62048 1.26009 0.98322 -0.190
C -4.95479 1.12419 -0.70331 -0.851
C -3.49517 2.34430 0.85649 -0.788
C -4.60560 2.27374 -0.01272 -0.402
C 3.16572 -0.47014 -0.64645 0.209
C 4.70453 -0.38498 -0.60177 0.165
C 2.65805 0.93982 -1.12736 -0.647
C 3.17363 2.10724 -0.22275 0.363
H -0.27556 -1.30104 -1.70085 0.304
H 0.44509 -2.73035 -1.19557 0.302
H 0.32410 -0.10798 0.11084 0.164
H -0.90624 -2.75476 0.89313 0.543
H -0.88838 -1.35091 1.89201 0.445
H -2.94951 -3.00045 -0.94081 0.430
H -4.97351 -1.58798 -1.57704 0.219
H -1.66901 1.35579 1.54802 0.374
H -5.80158 1.10777 -1.37755 0.364
H -3.24651 3.26306 1.35185 0.396
H -5.16194 3.18674 -0.17047 0.370
H 3.42053 -1.28944 1.30238 0.319
H 2.95913 -1.17254 -1.42514 0.489
H 1.58699 1.03329 -1.16483 0.310
H 3.06147 1.21680 -2.07826 0.403
H 3.01871 2.73178 1.76311 0.223
H 2.39929 1.16444 1.50336 0.242
H 4.50098 0.27365 1.22979 0.439
N 0.51976 -1.71480 -1.19709 -0.468
N -4.14695 -1.26445 -1.07193 -0.026
N 2.66423 -0.94548 0.66931 -0.256
N 2.88740 1.95604 1.15130 -0.310
O 1.35727 -2.06279 2.09393 -0.678
O 5.41058 -0.67840 -1.50001 -0.514
O 3.79604 3.03521 -0.70290 -0.615
O 5.23203 -0.08821 0.65365 -0.551



| no. | strongest force on any atom (eV/Å) |
| --- | --- |
| 1 | 1.0 |
| 2 | 4.6 |
| 3 | 2.5 |